(1)
Formula: C30H26F6NOTeV
Source: the OMol25 dataset
Level of theory: the ωB97M-V functional and the def2-TZVPD basis

Positions of all 66 atoms, in Å:
1 V -0.70 -0.61 -1.21
2 C 3.53 -1.18 0.51
3 C 2.23 -1.71 1.11
4 C 2.58 -2.92 2.03
5 C 1.51 -0.60 1.87
6 C 2.24 0.17 2.79
7 C 1.58 1.00 3.64
8 C 0.21 1.19 3.49
9 C -0.58 0.52 2.52
10 C -2.03 1.00 2.38
11 C -3.03 -0.16 2.16
12 C -2.07 2.24 1.45
13 C 0.08 -0.38 1.65
14 N -0.57 -1.14 0.68
15 C -1.05 -2.45 0.94
16 C -1.14 -3.05 2.21
17 C -1.79 -4.26 2.39
18 C -2.34 -4.93 1.33
19 C -2.27 -4.37 0.02
20 C -1.63 -3.14 -0.14
21 F -1.45 -2.66 -1.45
22 H 3.95 -1.87 -0.24
23 H 4.33 -1.06 1.28
24 H 3.39 -0.20 0.02
25 H 1.59 -2.03 0.31
26 H 3.28 -2.65 2.82
27 H 3.01 -3.70 1.44
28 H 1.68 -3.32 2.50
29 H 3.33 0.01 2.81
30 H 2.17 1.66 4.30
31 H -0.25 1.96 4.09
32 H -2.25 1.38 3.39
33 H -2.97 -0.57 1.19
34 H -4.07 0.16 2.30
35 H -2.86 -0.97 2.87
36 H -2.03 1.98 0.38
37 H -1.20 2.86 1.68
38 H -2.98 2.83 1.58
39 H -0.69 -2.53 3.07
40 H -1.76 -4.76 3.36
41 H -2.71 -5.93 1.40
42 H -2.61 -4.90 -0.87
43 Te -2.78 0.52 -2.81
44 C -2.78 2.65 -2.80
45 C -3.94 3.33 -3.19
46 C -3.97 4.71 -3.22
47 C -2.86 5.40 -2.78
48 C -1.68 4.77 -2.39
49 C -1.67 3.40 -2.34
50 H -4.81 2.74 -3.49
51 H -4.90 5.22 -3.50
52 H -2.80 6.49 -2.91
53 H -0.81 5.38 -2.07
54 H -0.83 2.80 -2.07
55 F 5.73 1.16 -3.98
56 C 4.59 0.63 -3.52
57 C 3.58 1.50 -3.09
58 F 3.75 2.82 -3.29
59 C 2.42 1.00 -2.53
60 F 1.46 1.91 -2.07
61 C 2.14 -0.34 -2.49
62 O 1.03 -0.93 -2.03
63 C 3.10 -1.17 -3.02
64 F 2.85 -2.51 -3.02
65 C 4.31 -0.75 -3.48
66 F 5.20 -1.61 -3.94

## Properties
- E_HOMO (alpha / beta) (eV) = -3.59 / -4.28
- net charge = -1
- ⟨S²⟩ = 3.758
- Kohn-Sham gap (alpha / beta) (Ha) = 0.2276 / 0.2528
- multiplicity = 4

Let us look at the Löwdin charges, expressed in e, one per atom: 0.598, -0.076, -0.355, -0.048, -0.105, -0.059, -0.105, -0.052, -0.132, -0.342, -0.051, -0.046, -0.182, -0.108, -0.222, -0.045, -0.115, -0.113, 0.000, -0.166, -0.052, 0.085, 0.073, 0.087, 0.107, 0.078, 0.065, 0.060, 0.109, 0.103, 0.098, 0.118, 0.040, 0.077, 0.071, 0.054, 0.075, 0.076, 0.123, 0.106, 0.082, 0.111, 0.695, -0.666, -0.192, -0.125, -0.134, -0.106, -0.168, 0.078, 0.100, 0.092, 0.109, 0.048, 0.097, -0.140, -0.134, 0.095, -0.114, 0.050, -0.282, -0.214, -0.148, 0.081, -0.161, 0.118

(2)
Formula: C2H7NS2
Source: the OMol25 dataset
Level of theory: the ωB97M-V functional and the def2-TZVPD basis

Positions of all 12 atoms, in Å:
1 C -3.21 2.61 -0.51
2 N -2.02 2.30 -0.84
3 H -3.45 3.55 0.00
4 H -4.03 2.02 -0.93
5 H -1.86 1.30 -0.74
6 C 2.94 -1.75 -0.14
7 S 1.85 -2.53 1.09
8 S 0.68 -0.87 1.71
9 H 3.62 -2.57 -0.39
10 H 2.37 -1.46 -1.02
11 H 3.43 -0.89 0.31
12 H -0.34 -1.71 1.47

## Properties
- E_HOMO (eV) = -8.58
- net charge = 0
- SMILES = C=N.CSS
- Kohn-Sham gap (Ha) = 0.3294

Let us look at the Löwdin charges, expressed in e, one per atom: -0.146, -0.004, 0.054, 0.062, 0.036, -0.494, 0.353, 0.288, 0.023, 0.028, 0.023, -0.224

Record-wise electronic energy values, in hartree: -3100.036900, -931.452145
Record-wise relative energy (zero: lowest compared OMol25 entry of this formula, charge and spin) values, in kJ/mol: 0.00, 187.56